1.
Entry from OMol25: one molecule with the formula ClHIOPS in a non-equilibrium geometry (wB97M-V/def2-TZVPD).

```
6
Properties=species:S:1:pos:R:3:forces:R:3
O -1.164 -0.347 -0.408 0.13 -0.05 -1.04
P 0.318 0.203 -0.284 -0.61 1.12 1.82
S 0.782 1.643 -1.446 0.03 -0.89 0.43
Cl 0.023 0.865 1.870 0.63 -0.68 -1.74
I 1.670 -1.814 -0.136 -0.19 0.58 0.02
H -1.629 -0.550 0.403 0.01 -0.07 0.51
```
Positions in Å, forces in eV/Å.

gap between HOMO and LUMO: 8.54 eV
E_tot: -1573.34069 hartree
2S+1: 1
relative energy (zero: lowest compared OMol25 entry of this formula, charge and spin): 32.2 kJ/mol

---

2.
Entry from OMol25: C11H22ClGdI2N2OPS2 as an isolated structure in a non-equilibrium geometry (wB97M-V/def2-TZVPD).

```
43
Properties=species:S:1:pos:R:3:forces:R:3
C -4.451 2.502 1.610 0.56 1.23 -0.07
C -3.929 2.836 0.119 -0.36 -1.48 1.20
I -2.934 4.766 0.207 -0.33 -0.16 -0.54
C -2.994 1.632 -0.309 -1.32 -0.29 -0.74
I -4.379 -0.075 -0.614 -0.16 -0.48 3.35
P -2.058 1.912 -1.948 3.31 -2.45 2.64
N -0.650 2.664 -1.169 -1.30 1.36 -0.56
Cl -3.643 0.854 -2.987 0.04 2.72 -4.55
C -0.864 0.591 -2.662 0.70 -0.73 -0.85
C -0.987 -0.815 -1.910 -0.13 0.61 0.72
C 0.410 -1.584 -1.800 -0.30 0.04 -1.31
S 0.527 -2.152 -0.036 1.44 -0.39 0.08
C 2.243 -2.751 0.263 -0.99 -0.26 0.90
S 3.235 -2.863 -1.093 -0.27 -0.26 0.68
N 2.621 -3.108 1.576 0.22 2.35 -3.20
C 2.235 -2.099 2.590 -0.45 0.81 1.73
C 3.018 -0.747 2.357 -0.49 -0.07 0.36
O 4.423 -0.917 2.510 -0.72 -1.05 -0.63
C 4.922 -1.965 1.659 0.15 0.27 -0.08
C 4.080 -3.302 1.726 1.72 -0.51 1.17
H -5.550 2.688 1.659 0.89 -0.48 0.05
H -4.141 1.486 1.955 -0.60 0.79 -0.46
H -3.966 3.240 2.311 -0.59 -0.86 -0.59
H -4.818 2.932 -0.563 1.16 -0.06 0.48
H -2.284 1.272 0.479 -0.46 0.71 -0.67
H -2.306 3.082 -2.781 0.42 -0.60 1.29
H -0.685 3.664 -1.413 0.57 -0.34 0.50
H -0.710 2.649 -0.146 0.03 0.13 -0.38
H -1.038 0.482 -3.773 -0.05 -0.10 1.13
H 0.207 0.912 -2.542 -1.38 0.19 0.07
H -1.319 -0.570 -0.855 0.24 -0.47 -1.03
H -1.784 -1.451 -2.374 0.84 0.51 0.49
H 0.379 -2.439 -2.532 0.15 0.61 1.00
H 1.273 -0.935 -2.114 -0.77 -0.52 0.67
H 1.138 -1.889 2.648 0.91 -0.42 -0.37
H 2.534 -2.492 3.601 -0.30 0.21 -1.08
H 2.688 -0.010 3.136 0.37 -0.71 -0.68
H 2.719 -0.329 1.349 0.52 -0.39 0.67
H 4.980 -1.536 0.618 -0.16 -0.58 0.57
H 5.975 -2.191 1.985 -1.11 0.22 -0.28
H 4.243 -3.730 2.758 -0.37 0.38 -1.06
H 4.525 -4.050 1.018 -0.71 0.69 0.35
Gd -2.886 3.835 -4.510 -0.92 -0.18 -0.96
```
Positions in Å, forces in eV/Å.

gap between HOMO and LUMO (spin up / spin down): 5.19 / 4.95 eV
total charge: +3
<S²>: 16.790
E_tot: -3574.80928 hartree
2S+1: 8

---

3.
Entry from OMol25: C44H60B2N15PS2W as an isolated structure in a non-equilibrium geometry (wB97M-V/def2-TZVPD).

```
125
Properties=species:S:1:pos:R:3:forces:R:3
W -0.580 -0.653 0.330 0.00 -0.74 -0.42
C 4.422 -0.662 -0.534 -0.06 -0.10 -0.03
C 1.534 -0.707 -0.609 0.21 0.02 -0.06
N 1.342 -0.802 0.742 -0.37 0.01 -0.10
N 2.201 -0.890 1.772 -1.03 0.27 0.22
C 3.362 -1.345 1.609 1.10 -0.34 0.03
B 1.488 -0.522 3.164 0.03 -0.06 0.01
N 0.640 0.730 2.931 -0.08 0.07 -0.02
C 0.618 1.822 3.720 0.10 -0.01 0.08
C -0.381 2.661 3.290 0.00 0.11 0.01
C -0.951 1.999 2.210 0.00 0.10 -0.08
N -0.347 0.831 1.998 -0.01 0.07 -0.04
N 0.594 -1.734 3.414 0.04 0.05 0.04
C 0.575 -2.650 4.403 -0.01 0.06 0.01
C -0.405 -3.571 4.112 -0.03 -0.02 0.02
C -0.943 -3.134 2.901 -0.10 -0.04 0.03
N -0.346 -2.034 2.469 0.17 -0.02 -0.02
N 2.558 -0.232 4.182 -0.04 -0.03 -0.03
C 3.570 0.672 4.021 -0.08 0.00 -0.04
C 4.167 0.851 5.237 0.02 0.00 0.10
C 3.434 0.016 6.110 0.01 -0.02 0.05
N 2.467 -0.623 5.481 0.11 0.11 -0.12
H 5.492 -0.643 -0.691 -0.03 -0.02 0.03
H 1.978 0.728 -2.016 0.00 0.01 0.08
H 4.004 -1.342 2.483 0.02 -0.06 -0.10
H 1.314 1.922 4.539 -0.06 -0.01 -0.06
H -0.647 3.628 3.683 0.01 -0.08 -0.02
H -1.745 2.336 1.568 0.06 0.04 0.00
H 1.240 -2.551 5.244 0.00 0.00 -0.03
H -0.693 -4.430 4.695 0.01 0.06 -0.03
H -1.746 -3.560 2.334 0.08 0.03 0.04
H 3.761 1.140 3.064 -0.02 -0.05 0.09
H 5.001 1.492 5.471 -0.05 -0.05 -0.01
H 3.578 -0.142 7.169 0.00 0.01 -0.07
C 3.459 -3.909 -0.967 0.03 0.11 0.03
N 2.897 -2.650 -0.478 0.04 -0.13 -0.02
C 3.864 -1.826 0.282 0.12 0.11 0.04
C 3.719 0.283 -1.144 -0.09 -0.01 0.03
N 2.288 0.515 -1.067 0.28 0.09 -0.05
B 2.059 2.015 -0.272 0.08 0.04 0.04
N 1.868 3.021 -1.404 0.16 0.05 -0.04
C 2.863 3.330 -2.336 -0.11 -0.10 0.25
C 2.368 4.220 -3.206 -0.27 0.12 -0.08
N 1.064 4.479 -2.814 -0.05 0.03 -0.09
C 0.179 5.421 -3.473 0.10 -0.07 0.05
C 0.752 3.765 -1.688 0.18 0.12 0.04
S -0.699 3.865 -0.843 0.51 0.41 0.17
C 2.125 -1.894 -1.324 -0.12 0.09 0.32
S 2.005 -2.128 -2.924 -0.05 -0.04 -0.39
H 4.320 -3.744 -1.623 -0.03 0.01 -0.01
H 2.703 -4.441 -1.533 -0.06 -0.03 0.00
H 3.756 -4.511 -0.110 0.02 0.02 0.00
H 4.697 -2.487 0.503 0.07 -0.02 0.03
H 4.228 0.993 -1.779 -0.01 0.00 0.05
H 3.103 2.199 0.314 -0.08 -0.07 -0.02
H 1.106 1.909 0.427 0.02 0.00 -0.12
H 3.858 2.924 -2.276 -0.07 0.07 0.03
H 2.822 4.709 -4.053 -0.06 -0.03 0.07
H 0.248 5.286 -4.552 0.00 0.01 0.00
H 0.445 6.446 -3.216 0.00 0.01 0.02
H -0.832 5.225 -3.133 -0.06 -0.01 0.02
C -5.100 -0.232 4.160 -0.05 0.01 0.00
C -3.771 -0.615 4.210 0.04 0.00 0.00
C -2.952 -0.454 3.099 -0.05 -0.01 0.14
C -3.466 0.084 1.932 0.14 -0.09 -0.12
C -4.800 0.485 1.879 -0.01 -0.03 -0.01
C -5.608 0.323 2.990 -0.01 0.01 0.00
N -2.606 0.228 0.761 0.16 -0.92 1.42
N -3.082 0.986 -0.079 -0.47 1.04 -1.27
C -2.313 1.199 -1.211 -0.52 0.04 -0.12
C -2.876 2.036 -2.172 -0.11 -0.08 -0.12
C -2.178 2.277 -3.336 0.01 -0.17 -0.08
C -0.949 1.649 -3.516 -0.09 -0.03 -0.14
C -0.408 0.821 -2.541 -0.10 -0.07 -0.11
C -1.059 0.590 -1.331 0.19 -0.19 0.24
H -5.738 -0.357 5.026 0.02 0.01 -0.04
H -3.353 -1.032 5.118 -0.02 0.01 -0.03
H -1.915 -0.726 3.158 -0.01 0.00 0.01
H -5.201 0.908 0.971 0.01 0.01 -0.02
H -6.645 0.632 2.940 0.05 -0.02 0.00
H -3.845 2.481 -1.978 0.06 -0.01 -0.01
H -2.582 2.930 -4.098 0.01 -0.01 0.01
H -0.403 1.796 -4.441 0.00 0.00 0.01
H 0.502 0.289 -2.785 -0.10 -0.02 -0.06
C -1.266 -2.449 -3.563 -0.04 0.05 -0.17
C -2.601 -2.929 -2.975 -0.06 0.04 -0.06
C -3.099 -4.133 -3.792 -0.03 0.00 -0.10
C -3.624 -1.794 -3.150 0.00 -0.01 -0.04
P -2.367 -3.286 -1.153 0.16 0.11 0.11
N -1.500 -2.123 -0.429 0.09 0.07 0.26
C -4.062 -3.450 -0.364 -0.02 0.03 0.08
C -3.885 -3.883 1.099 -0.08 0.03 -0.02
C -4.783 -2.083 -0.333 -0.05 -0.06 0.02
C -5.008 -4.435 -1.067 -0.10 -0.02 0.04
C -1.407 -4.900 -1.010 0.00 0.01 -0.01
C -0.284 -4.910 -2.057 0.06 -0.10 0.00
C -0.703 -4.978 0.349 -0.02 -0.19 -0.03
C -2.261 -6.161 -1.189 0.06 -0.09 -0.06
H -1.468 -1.777 -4.402 0.00 -0.04 0.01
H -0.661 -3.272 -3.937 -0.05 0.15 -0.01
H -0.677 -1.895 -2.843 0.04 0.12 0.08
H -3.222 -3.789 -4.824 0.01 -0.01 0.03
H -4.063 -4.515 -3.463 0.10 0.02 -0.07
H -2.394 -4.961 -3.816 -0.04 0.07 -0.01
H -3.600 -1.491 -4.200 -0.02 0.00 0.02
H -3.385 -0.915 -2.551 0.04 0.01 0.01
H -4.641 -2.113 -2.929 0.07 0.01 -0.03
H -3.394 -3.096 1.670 -0.05 0.00 -0.03
H -3.348 -4.824 1.219 -0.03 0.03 -0.02
H -4.880 -4.015 1.533 0.02 -0.01 -0.01
H -4.103 -1.241 -0.358 0.06 0.02 0.01
H -5.359 -2.016 0.591 0.00 0.00 -0.02
H -5.479 -1.974 -1.161 0.02 -0.01 0.05
H -4.644 -5.458 -1.118 -0.04 0.10 0.00
H -5.272 -4.104 -2.070 -0.01 0.01 0.09
H -5.935 -4.446 -0.487 0.03 -0.01 -0.02
H 0.330 -4.011 -2.001 -0.02 -0.02 0.03
H -0.636 -5.021 -3.079 0.03 -0.05 0.13
H 0.355 -5.770 -1.842 0.00 0.01 0.00
H -0.170 -4.063 0.584 0.08 0.11 -0.01
H 0.024 -5.794 0.304 -0.04 0.00 0.01
H -1.385 -5.209 1.162 0.01 0.00 -0.01
H -2.814 -6.179 -2.129 0.05 -0.01 0.11
H -2.961 -6.311 -0.367 0.05 0.01 -0.01
H -1.584 -7.020 -1.193 -0.02 0.02 0.00
```
Positions in Å, forces in eV/Å.

gap between HOMO and LUMO (spin up / spin down): 5.68 / 5.66 eV
total charge: +1
<S²>: 0.759
E_tot: -3788.39566 hartree
2S+1: 2
relative energy (zero: lowest compared OMol25 entry of this formula, charge and spin): 0.0 kJ/mol

---

Copy entry 1 word for word.
Entry from OMol25: one molecule with the formula ClHIOPS in a non-equilibrium geometry (wB97M-V/def2-TZVPD).

```
6
Properties=species:S:1:pos:R:3:forces:R:3
O -1.164 -0.347 -0.408 0.13 -0.05 -1.04
P 0.318 0.203 -0.284 -0.61 1.12 1.82
S 0.782 1.643 -1.446 0.03 -0.89 0.43
Cl 0.023 0.865 1.870 0.63 -0.68 -1.74
I 1.670 -1.814 -0.136 -0.19 0.58 0.02
H -1.629 -0.550 0.403 0.01 -0.07 0.51
```
Positions in Å, forces in eV/Å.

gap between HOMO and LUMO: 8.54 eV
E_tot: -1573.34069 hartree
2S+1: 1
relative energy (zero: lowest compared OMol25 entry of this formula, charge and spin): 32.2 kJ/mol